Formula: C37H112NO23P2
Source: the OMol25 dataset
Level of theory: the ωB97M-V functional and the def2-TZVPD basis

Each line ends with the Mulliken charge.
Geometry (Å):
C (1.1500, 4.1100, -5.4359)  -0.57
N (1.6396, 2.7891, -4.9183)  -0.12
C (1.8225, 2.7990, -3.4398)  -0.82
P (1.7235, 1.0439, -2.6686)  -0.08
C (3.4584, 0.3226, -2.8344)  0.47
O (4.0921, -0.0300, -1.5748)  -0.42
C (3.8813, -1.4071, -1.2508)  0.42
C (5.0724, -2.4209, -1.4347)  -0.37
C (4.8683, -3.9260, -1.1098)  -0.55
C (3.5049, -4.5386, -0.6246)  -0.45
C (2.3404, -3.5385, -0.4296)  -0.61
C (2.5559, -2.0215, -0.7245)  0.43
O (0.4901, 0.2613, -3.4976)  -0.13
C (0.7217, -1.1461, -3.7787)  -0.13
C (0.7909, -1.3769, -5.3880)  0.68
C (-0.6305, -0.9853, -6.0699)  -1.23
C (2.0287, -0.5786, -6.0325)  -0.24
C (3.2783, -1.4874, -6.4556)  0.01
C (3.7077, -2.6051, -5.3864)  -0.66
C (4.5507, -0.4684, -6.5726)  -1.07
P (1.2457, 1.4195, -0.5309)  0.42
C (2.7645, 2.1315, 0.3673)  -1.06
O (0.0915, 2.7216, -0.5005)  -0.06
H (0.5075, 4.6800, -4.6790)  0.28
H (2.0459, 4.7302, -5.8248)  0.30
H (0.4961, 3.9288, -6.3715)  0.10
H (0.9293, 2.1038, -5.2201)  0.07
H (0.8944, 3.3486, -3.0041)  0.31
H (2.7438, 3.3783, -3.0929)  0.39
H (3.4253, -0.5636, -3.5535)  -0.74
H (4.1503, 1.1069, -3.3310)  0.53
H (6.0891, -2.0499, -1.7951)  0.40
H (5.7335, -4.6719, -1.2194)  0.30
H (3.3557, -5.6537, -0.3987)  0.42
H (1.3272, -3.9310, -0.0783)  0.39
H (1.6291, -1.3542, -0.5672)  0.03
H (-0.2382, -1.7103, -3.4561)  0.27
H (1.5768, -1.6464, -3.2183)  -0.17
H (0.9067, -2.5126, -5.5774)  0.19
H (-0.7620, 0.1493, -5.9786)  0.01
H (-0.7248, -1.3619, -7.1411)  0.40
H (-1.4759, -1.4837, -5.4597)  0.32
H (2.2968, 0.2930, -5.3458)  -0.04
H (1.6290, -0.0985, -7.0079)  0.26
H (3.1542, -1.9841, -7.4839)  0.47
H (4.4796, -2.1789, -4.6371)  0.21
H (2.8581, -3.0366, -4.7590)  -0.06
H (4.2332, -3.5018, -5.8860)  0.38
H (5.4367, -0.9368, -7.1183)  0.35
H (4.8333, -0.0499, -5.5307)  0.14
H (4.1373, 0.4483, -7.1482)  0.34
H (2.5071, 2.7949, 1.2580)  0.39
H (3.3415, 1.2165, 0.7737)  0.38
H (3.4741, 2.6339, -0.3856)  0.36
H (0.5335, 3.4749, -0.0250)  0.17
C (-2.8821, 2.6254, -2.5745)  -0.24
O (-2.6930, 3.7073, -1.6697)  -0.52
H (-3.7267, 2.8514, -3.2224)  0.01
H (-1.9846, 2.4948, -3.1838)  0.11
H (-3.0907, 1.7099, -2.0143)  0.26
H (-1.9393, 3.4805, -1.1100)  0.26
C (2.6022, -6.4903, 2.7088)  -0.46
O (2.8749, -7.0816, 1.4417)  -0.54
H (1.5570, -6.1801, 2.7352)  0.27
H (2.7829, -7.2173, 3.5004)  0.15
H (3.2430, -5.6161, 2.8515)  0.27
H (3.8035, -7.3462, 1.4457)  0.29
C (-1.5441, 1.1557, 2.5203)  -0.18
O (-0.1810, 0.8487, 2.7918)  -0.56
H (-2.0407, 1.4137, 3.4561)  0.00
H (-1.5996, 2.0055, 1.8352)  0.11
H (-2.0355, 0.2856, 2.0784)  0.31
H (0.2320, 0.6242, 1.9478)  0.22
C (-4.7073, 2.1810, -5.8513)  -0.40
O (-3.3393, 2.1548, -5.4599)  -0.29
H (-5.2243, 2.9476, -5.2738)  -0.01
H (-4.7806, 2.4186, -6.9151)  0.28
H (-5.1648, 1.2083, -5.6529)  0.31
H (-2.9058, 1.4691, -5.9857)  0.19
C (-0.2560, -4.6840, -3.8470)  -0.17
O (-1.1402, -4.2670, -4.8743)  -0.51
H (0.7402, -4.2910, -4.0569)  0.08
H (-0.6031, -4.2964, -2.8863)  -0.06
H (-0.2151, -5.7754, -3.8181)  0.43
H (-2.0120, -4.6277, -4.6637)  0.33
C (2.6815, 3.9770, 4.2657)  -0.63
O (1.2887, 4.2344, 4.1875)  -0.49
H (3.2093, 4.9218, 4.4023)  0.25
H (2.8857, 3.3226, 5.1163)  0.35
H (3.0193, 3.5041, 3.3385)  0.21
H (0.8486, 3.3815, 4.0672)  0.26
C (0.2676, 3.6618, 7.5444)  0.04
O (0.9089, 4.0364, 8.7559)  -0.56
H (0.3116, 2.5799, 7.4419)  0.17
H (-0.7776, 3.9805, 7.5690)  0.07
H (0.7810, 4.1268, 6.6982)  0.03
H (0.8556, 4.9982, 8.8221)  0.31
C (-3.5744, -3.4552, -0.9176)  -0.34
O (-2.7729, -4.4452, -1.5530)  -0.46
H (-4.5945, -3.5338, -1.2914)  0.22
H (-3.5720, -3.6179, 0.1594)  0.24
H (-3.1801, -2.4605, -1.1473)  0.12
H (-1.8780, -4.3527, -1.2038)  0.20
C (-2.0682, 6.7586, 0.6645)  -0.54
O (-2.1028, 6.7210, -0.7576)  -0.52
H (-1.8532, 7.7768, 0.9852)  0.31
H (-3.0373, 6.4513, 1.0649)  0.28
H (-1.2836, 6.0905, 1.0316)  0.21
H (-2.2951, 5.8089, -1.0125)  0.32
C (-5.3992, -4.2272, 2.5030)  -0.53
O (-5.4658, -4.2525, 1.0837)  -0.49
H (-5.1584, -3.2146, 2.8269)  0.14
H (-6.3652, -4.5204, 2.9205)  0.28
H (-4.6195, -4.9116, 2.8470)  0.31
H (-5.6800, -5.1583, 0.8248)  0.28
C (-1.1338, 2.4453, -8.5709)  -0.37
O (-2.0954, 1.4018, -8.6144)  -0.48
H (-1.5546, 3.2884, -8.0218)  0.20
H (-0.2314, 2.0949, -8.0604)  0.00
H (-0.8876, 2.7627, -9.5870)  0.41
H (-1.6992, 0.6700, -9.1045)  0.28
C (-6.9880, 5.7798, -4.2366)  -0.57
O (-6.1590, 4.8002, -4.8471)  -0.49
H (-7.9985, 5.6818, -4.6335)  0.23
H (-7.0079, 5.6241, -3.1551)  0.26
H (-6.6063, 6.7784, -4.4627)  0.25
H (-5.2722, 4.9091, -4.4789)  0.27
C (4.3809, -7.7373, 5.9813)  -0.37
O (3.1841, -7.0344, 5.6664)  -0.52
H (5.1129, -7.5598, 5.1915)  0.26
H (4.7793, -7.3756, 6.9316)  0.18
H (4.1707, -8.8065, 6.0467)  0.20
H (2.5564, -7.2083, 6.3789)  0.27
C (-2.9061, 1.9109, 6.3789)  -0.50
O (-1.5452, 1.6034, 6.6456)  -0.48
H (-3.4006, 2.1686, 7.3148)  0.24
H (-2.9621, 2.7598, 5.6948)  0.14
H (-3.3984, 1.0402, 5.9369)  0.37
H (-1.1333, 1.3794, 5.8007)  0.29
C (-4.6218, 9.2303, -0.7750)  -0.54
O (-3.2600, 9.2084, -0.3811)  -0.50
H (-5.1407, 10.0018, -0.2053)  0.24
H (-4.6941, 9.4589, -1.8416)  0.24
H (-5.0809, 8.2590, -0.5694)  0.23
H (-2.8229, 8.5158, -0.9011)  0.32
C (4.7040, 6.0510, 1.8196)  -0.49
O (3.3381, 6.4202, 1.7156)  -0.50
H (5.2967, 6.7105, 1.1856)  0.28
H (5.0334, 6.1535, 2.8565)  0.26
H (4.8306, 5.0171, 1.4856)  0.16
H (2.8370, 5.8205, 2.2864)  0.29
C (-4.2246, 5.5674, 7.6946)  -0.60
O (-4.0920, 4.7122, 6.5678)  -0.49
H (-5.2675, 5.5720, 8.0117)  0.24
H (-3.5997, 5.1995, 8.5125)  0.27
H (-3.9249, 6.5830, 7.4242)  0.27
H (-3.1621, 4.7266, 6.3082)  0.25
C (-7.2436, -1.6388, 4.0920)  -0.34
O (-6.5914, -1.2731, 5.2990)  -0.52
H (-7.2114, -2.7226, 3.9889)  0.03
H (-8.2852, -1.3096, 4.1218)  0.31
H (-6.7295, -1.1791, 3.2435)  0.24
H (-6.6338, -0.3108, 5.3662)  0.29
C (5.7392, -8.5136, 9.6413)  -0.56
O (6.0121, -9.1048, 8.3791)  -0.47
H (4.6938, -8.2049, 9.6663)  0.21
H (5.9202, -9.2411, 10.4364)  0.29
H (6.3778, -7.6382, 9.7844)  0.27
H (6.9411, -9.3683, 8.3831)  0.28
C (4.1581, -11.0708, 4.0584)  -0.50
O (3.3721, -10.6133, 5.1486)  -0.50
H (4.3381, -10.2362, 3.3801)  0.14
H (5.1147, -11.4501, 4.4268)  0.27
H (3.6243, -11.8612, 3.5251)  0.29
H (3.2277, -11.3691, 5.7323)  0.28

Cartesian forces (eV/Å) of the 2 atoms listed first:
0.15 0.54 -1.20
-0.37 0.27 0.15

DFT total energy (eV): -107322.7960
Charge: +1


Formula: C37H113N7O16
Source: the OMol25 dataset
Level of theory: the ωB97M-V functional and the def2-TZVPD basis

Each line ends with the Mulliken charge.
Geometry (Å):
C (-2.9157, 0.0377, 1.1808)  -0.80
O (-2.8074, -1.1065, 0.4172)  -0.20
H (-2.1490, 0.1673, 1.9676)  0.13
H (-3.0447, 0.9563, 0.6049)  0.09
H (-3.8391, 0.0373, 1.7500)  0.48
H (-1.8724, -1.3421, 0.2179)  0.26
C (6.4653, -0.8434, -0.9506)  -0.72
O (5.2631, -0.2364, -1.4510)  -0.53
H (7.3427, -0.6807, -1.6043)  0.28
H (6.6984, -0.5301, 0.0945)  0.30
H (6.3150, -1.9180, -0.9256)  0.28
H (4.6421, -0.9015, -1.6947)  0.31
C (-1.7685, -2.6390, -4.6475)  -0.78
O (-1.9413, -2.5941, -3.2948)  -0.07
H (-2.5591, -3.0494, -5.3094)  0.25
H (-1.5647, -1.6738, -5.0840)  0.13
H (-0.8006, -3.1485, -4.8771)  0.28
H (-2.6122, -1.9343, -3.0933)  0.36
C (-3.5145, 0.7977, -3.7903)  -0.02
O (-3.8319, -0.5913, -3.5148)  -0.61
H (-3.0243, 0.9001, -4.7809)  -0.26
H (-4.5023, 1.3002, -3.9161)  0.36
H (-2.8196, 1.1839, -3.0302)  0.13
H (-3.9610, -0.6843, -2.5467)  0.17
C (1.1582, 5.4723, 2.0011)  -0.84
O (0.9344, 4.0640, 1.8143)  -0.19
H (2.1252, 5.6535, 1.4607)  0.24
H (0.4415, 6.0994, 1.3989)  0.25
H (1.1865, 5.7175, 3.0669)  0.31
H (0.0050, 3.9869, 2.0053)  0.37
C (0.4888, -5.5977, -2.2742)  -0.68
O (0.1065, -5.6398, -0.9365)  -0.49
H (0.6176, -4.6595, -2.7192)  0.17
H (1.4470, -6.0884, -2.3492)  0.34
H (-0.1990, -6.2110, -2.9288)  0.26
H (-0.8093, -5.4900, -0.8239)  0.33
C (-1.3923, 3.3391, -1.2933)  -0.60
O (-0.6696, 2.5045, -2.1591)  0.88
H (-1.7107, 4.2576, -1.7920)  0.21
H (-2.3016, 2.7393, -0.9452)  0.14
H (-0.8229, 3.5599, -0.3399)  -0.12
H (0.3035, 2.6434, -1.9716)  -0.14
C (-2.8267, 4.1031, 2.4043)  -0.47
O (-1.5420, 4.5684, 2.7019)  -0.55
H (-3.0927, 3.1677, 2.9418)  0.16
H (-3.6167, 4.7824, 2.7926)  0.33
H (-2.9677, 3.8817, 1.2895)  0.15
H (-1.3960, 4.3930, 3.6320)  0.23
C (4.4704, 2.4854, 1.1564)  0.55
O (5.5300, 1.6238, 0.7188)  -0.58
H (3.7693, 2.0498, 1.8498)  -0.27
H (4.9744, 3.3391, 1.5042)  0.47
H (3.9668, 2.8338, 0.2646)  -0.46
H (5.1977, 1.1328, -0.0205)  0.40
C (2.9671, 0.0278, 4.2765)  -0.53
C (2.2515, 0.5793, 5.5146)  0.40
C (0.7898, 0.9714, 5.1173)  0.30
O (0.0574, 1.4946, 6.1782)  -0.46
C (-1.2007, 1.9661, 5.8682)  -0.33
N (2.3178, -0.4113, 6.5967)  -0.69
H (2.5160, -0.8719, 3.8370)  -0.10
H (3.9365, -0.2982, 4.5096)  0.62
H (3.0410, 0.7040, 3.4087)  -0.43
H (2.7531, 1.5412, 5.8182)  0.17
H (0.2600, 0.0893, 4.6737)  0.02
H (0.8889, 1.7419, 4.2945)  0.00
H (-1.1567, 2.8333, 5.2493)  -0.11
H (-1.7229, 2.1283, 6.7926)  0.38
H (-1.7422, 1.1971, 5.3029)  0.20
H (1.5495, -0.2932, 7.2191)  0.31
H (2.3200, -1.3375, 6.2390)  0.23
C (-0.0124, 4.4908, -6.1067)  -1.20
C (-1.3167, 3.8054, -5.9727)  0.34
C (-1.1698, 2.4285, -6.6738)  -0.28
O (-0.8804, 2.6634, -8.0966)  -0.38
C (-0.5899, 1.4545, -8.7873)  -0.77
N (-1.8705, 3.5750, -4.5930)  -0.36
H (0.0930, 4.7874, -7.1719)  0.41
H (0.7481, 3.7973, -5.7675)  0.05
H (0.1201, 5.3737, -5.5014)  0.36
H (-2.0914, 4.3943, -6.5111)  0.34
H (-2.1303, 1.8624, -6.6184)  0.32
H (-0.4437, 1.7549, -6.1662)  0.11
H (-1.3406, 0.6848, -8.5868)  0.29
H (0.3720, 1.0403, -8.4974)  0.29
H (-0.4846, 1.7084, -9.8281)  0.30
H (-2.0959, 4.3982, -4.0507)  0.28
H (-1.1045, 3.0742, -4.1496)  -0.17
C (-3.4974, -4.6047, 0.5338)  -1.10
C (-3.8528, -5.4708, -0.6754)  0.23
C (-5.2203, -5.0235, -1.2437)  -1.06
O (-5.1049, -3.6866, -1.7013)  0.00
C (-6.3129, -3.0787, -1.9587)  -0.77
N (-2.8044, -5.4476, -1.6275)  -0.39
H (-2.4250, -4.7727, 0.7816)  0.22
H (-4.1738, -4.7335, 1.4399)  0.35
H (-3.5805, -3.5486, 0.2664)  0.09
H (-3.9274, -6.5299, -0.3873)  0.52
H (-5.9510, -5.1134, -0.4251)  0.45
H (-5.6502, -5.6607, -2.0242)  0.49
H (-6.7582, -3.6298, -2.7852)  0.35
H (-6.0919, -2.0312, -2.1921)  0.11
H (-7.0419, -3.1052, -1.0553)  0.28
H (-2.8050, -4.5528, -2.1699)  0.02
H (-3.0253, -6.1115, -2.3431)  0.31
C (0.8476, -0.0581, 0.6927)  0.52
C (0.4506, -0.5793, -0.7075)  1.78
C (1.7127, -0.6818, -1.5894)  -0.12
O (1.4410, -1.1645, -2.8615)  -0.54
C (1.1776, -0.2173, -3.8485)  -0.31
N (-0.1877, -1.8812, -0.5972)  0.40
H (1.3231, 0.9214, 0.5737)  -0.11
H (1.4234, -0.7447, 1.2898)  -0.71
H (-0.1530, 0.1046, 1.2109)  -0.52
H (-0.3029, 0.1584, -1.1444)  -0.26
H (2.1653, -1.5356, -1.0853)  0.25
H (2.3814, 0.2044, -1.6274)  -0.52
H (1.3487, -0.7404, -4.7959)  0.49
H (2.0113, 0.5215, -3.7956)  0.35
H (0.1728, 0.2963, -3.9044)  -0.21
H (-0.5504, -2.2481, -1.4519)  -0.17
H (0.3533, -2.5919, -0.1269)  -0.27
C (2.2441, -4.9490, 2.7665)  -1.70
C (2.2666, -3.6051, 2.0699)  1.80
C (3.5717, -2.8483, 2.2280)  -0.62
O (4.5774, -3.4394, 1.4425)  -0.45
C (5.8824, -3.0292, 1.8436)  -0.62
N (1.9724, -3.7161, 0.6809)  -0.33
H (1.2536, -5.4720, 2.8057)  0.38
H (2.5502, -4.8002, 3.8536)  0.38
H (3.0069, -5.5955, 2.3197)  0.39
H (1.3295, -2.9680, 2.4510)  -0.93
H (3.8739, -2.8272, 3.3240)  0.43
H (3.3820, -1.7807, 1.8908)  0.33
H (6.3537, -3.6748, 2.5935)  0.30
H (5.8180, -1.9646, 2.3023)  0.25
H (6.4802, -2.9012, 0.9330)  0.18
H (2.8374, -4.0418, 0.1975)  0.24
H (1.4177, -4.5862, 0.5975)  0.08
C (-1.5009, -1.8336, 8.3961)  -1.24
C (-2.4407, -1.3716, 7.3229)  0.92
C (-2.0772, -2.0692, 6.0077)  -0.71
O (-2.8532, -1.6434, 4.9545)  -0.38
C (-2.5750, -2.3151, 3.7272)  -0.42
N (-3.8615, -1.7224, 7.7580)  -0.78
H (-1.4062, -2.9856, 8.4423)  0.33
H (-1.6928, -1.4711, 9.4307)  0.38
H (-0.4779, -1.4477, 8.1979)  0.09
H (-2.3686, -0.2887, 7.2736)  -0.08
H (-2.1402, -3.1418, 6.2048)  0.42
H (-1.0145, -2.0223, 5.7856)  0.27
H (-3.1349, -1.8979, 2.8929)  0.08
H (-2.9669, -3.3775, 3.7020)  0.37
H (-1.4999, -2.3351, 3.4394)  0.10
H (-4.4012, -1.6385, 6.8983)  0.30
H (-3.7979, -2.6919, 8.0312)  0.31
C (3.3245, 3.7486, -3.6505)  -1.66
C (2.6797, 4.0162, -2.3234)  0.81
C (1.7369, 5.2392, -2.4475)  0.09
O (2.3711, 6.4473, -2.6621)  -0.51
C (1.5201, 7.6052, -2.3604)  -0.57
N (1.9363, 2.8787, -1.7784)  0.11
H (3.7021, 4.6582, -4.0327)  0.57
H (2.6206, 3.4265, -4.4334)  0.14
H (4.0097, 2.9197, -3.5681)  0.38
H (3.4509, 4.3302, -1.5986)  -0.01
H (1.1054, 5.3075, -1.5501)  0.29
H (1.0182, 5.1203, -3.3158)  -0.15
H (0.6727, 7.5023, -3.0429)  0.28
H (2.0855, 8.5142, -2.4933)  0.28
H (1.1628, 7.5704, -1.2853)  0.17
H (2.0001, 2.8634, -0.7346)  -0.21
H (2.4007, 2.0675, -2.1406)  -0.34

Cartesian forces (eV/Å) of the 2 atoms listed first:
-0.34 0.98 1.01
0.07 -0.63 -0.38

Charge: 0
Energy above the lowest of the compared OMol25 structures with the same formula, charge and spin (kJ/mol): 273.5